Density functional theory data (ωB97M-V/def2-TZVPD) for a structure of composition C40H59BFN6S3Ta at a distorted geometry.

Last column: Löwdin charge in e.
CARTESIAN COORDINATES (ANGSTROEM)
1 Ta 0.92595 -0.10468 -0.85906  1.5824
2 C -4.58175 2.56790 -1.94261  -0.0299
3 C -5.14005 1.44327 -1.06958  -0.5381
4 C -5.26779 0.12580 -1.83692  -0.0286
5 C -6.51957 1.85958 -0.56775  -0.0452
6 N -4.23955 1.22407 0.11380  0.0222
7 C -4.65217 1.35263 1.43004  -0.0120
8 C -3.60693 1.06336 2.22256  -0.0253
9 N -2.53881 0.73933 1.40429  0.0712
10 B -1.14182 0.33100 1.80968  -0.7044
11 N -1.02385 -0.95081 2.62531  0.0631
12 C -1.92989 -1.66135 3.37919  -0.0075
13 C -1.31525 -2.79220 3.78683  -0.0045
14 N -0.03799 -2.79712 3.25917  0.0348
15 C 0.12358 -1.65557 2.55471  -0.5892
16 S 1.53274 -1.08385 1.73968  0.7742
17 C 0.96876 -3.88652 3.48246  -0.5304
18 C 2.15009 -3.31250 4.26621  -0.0237
19 C 0.31941 -4.99938 4.29941  -0.0401
20 C 1.40507 -4.46014 2.13177  -0.0244
21 N -0.36174 1.46826 2.49222  0.0584
22 C -0.38393 1.78514 3.83092  -0.0052
23 C 0.42716 2.84644 4.01384  -0.0027
24 N 0.98178 3.16986 2.79057  0.0292
25 C 0.47351 2.31369 1.87670  -0.5934
26 S 0.80978 2.28623 0.18168  0.7178
27 C 1.83558 4.38611 2.55151  -0.5346
28 C 1.00843 5.37927 1.73092  -0.0209
29 C 2.18755 5.00631 3.89992  -0.0418
30 C 3.13493 4.00532 1.83841  -0.0346
31 C -2.93693 0.84845 0.11282  -0.5750
32 S -1.95591 0.56205 -1.26428  0.7488
33 H -5.29065 2.77983 -2.74238  0.0990
34 H -3.63006 2.29808 -2.39075  0.0374
35 H -4.44897 3.47688 -1.35357  0.0984
36 H -6.01160 0.24002 -2.62481  0.0988
37 H -5.59975 -0.67041 -1.16839  0.0973
38 H -4.32451 -0.16792 -2.29280  0.0440
39 H -7.15358 2.02468 -1.43636  0.1006
40 H -6.48309 2.79335 -0.00516  0.0956
41 H -6.98571 1.08094 0.03699  0.0946
42 H -5.64734 1.64391 1.70465  0.1240
43 H -3.52360 1.08640 3.29513  0.1293
44 H -0.58482 0.05837 0.79099  -0.0333
45 H -2.93399 -1.32195 3.56077  0.1242
46 H -1.69763 -3.58807 4.39644  0.1252
47 H 1.82462 -2.96850 5.24877  0.0974
48 H 2.62166 -2.48701 3.73573  0.0452
49 H 2.89724 -4.09327 4.40420  0.1011
50 H 0.01183 -4.65410 5.28734  0.0936
51 H 1.06094 -5.78194 4.44465  0.1016
52 H -0.53614 -5.43812 3.78388  0.0969
53 H 1.99235 -3.74633 1.56054  0.0486
54 H 0.53378 -4.75276 1.54296  0.0802
55 H 2.01557 -5.34496 2.30817  0.1032
56 H -0.97060 1.23320 4.54455  0.1360
57 H 0.66095 3.37215 4.91922  0.1262
58 H 0.08365 5.62728 2.25379  0.0985
59 H 0.76021 4.97210 0.75086  0.0534
60 H 1.57640 6.29707 1.58352  0.1019
61 H 1.30443 5.36652 4.42773  0.0919
62 H 2.82860 5.86578 3.71633  0.1010
63 H 2.73718 4.30979 4.53469  0.1004
64 H 2.97198 3.74324 0.79763  0.0381
65 H 3.62452 3.17048 2.34214  0.0995
66 H 3.80528 4.86327 1.86604  0.0977
67 C 0.71907 -2.54187 -4.28331  -0.0071
68 C 1.20868 -1.20792 -3.79463  -0.1946
69 C 0.27166 -0.15701 -3.68660  -0.2463
70 C -1.15822 -0.44090 -4.06412  -0.0743
71 C 0.71277 1.15265 -3.36811  -0.2602
72 C -0.21771 2.34324 -3.40744  -0.0552
73 C 2.09557 1.38743 -3.17644  -0.2321
74 C 2.56131 2.77332 -2.80610  -0.0419
75 C 3.02405 0.35735 -3.38587  -0.2197
76 C 4.49601 0.66373 -3.43293  -0.0132
77 C 2.58043 -0.95431 -3.61010  -0.1887
78 C 3.59675 -2.06291 -3.69666  -0.0240
79 H 0.01356 -2.99537 -3.58735  0.0845
80 H 1.52876 -3.24234 -4.45555  0.0838
81 H 0.20166 -2.40373 -5.23439  0.1081
82 H -1.24014 -0.46375 -5.15514  0.1164
83 H -1.84740 0.30529 -3.69077  0.0047
84 H -1.48599 -1.40948 -3.69140  0.0849
85 H -0.52351 2.67566 -2.41409  0.0405
86 H -1.11901 2.12409 -3.97025  0.0805
87 H 0.27506 3.18172 -3.89799  0.0961
88 H 2.66779 3.40409 -3.69230  0.1138
89 H 3.52489 2.74895 -2.30249  0.0816
90 H 1.84759 3.25559 -2.13978  0.0424
91 H 4.97970 0.52443 -2.46193  0.0962
92 H 4.66815 1.68806 -3.75258  0.0928
93 H 4.99304 0.00952 -4.14564  0.0952
94 H 3.94663 -2.19493 -4.72371  0.1166
95 H 3.18130 -3.01224 -3.36969  0.0692
96 H 4.46662 -1.84790 -3.07918  0.0861
97 C 3.16701 -0.04137 -0.59955  -0.2824
98 H 3.38416 -0.04416 0.46974  -0.0376
99 H 3.58872 0.87206 -1.01804  -0.0053
100 H 3.66814 -0.90676 -1.04438  0.0222
101 F -0.82016 -6.16875 -0.94124  0.1013
102 C -0.46804 -4.88431 -0.89808  -0.2888
103 C -1.39994 -3.94763 -0.48253  0.0140
104 C -1.03079 -2.61289 -0.44941  -0.1233
105 C 0.24797 -2.20188 -0.84909  -0.3395
106 C 1.16860 -3.18880 -1.22416  -0.1499
107 C 0.82047 -4.52827 -1.25430  -0.0050
108 H -2.39318 -4.26258 -0.19180  0.1303
109 H -1.75785 -1.88601 -0.11551  0.0637
110 H 2.18662 -2.91727 -1.48199  0.0894
111 H 1.52963 -5.28981 -1.55100  0.1363

Properties
Kohn-Sham gap ... 0.22574 Ha
Total charge ... +2
ΔE to the lowest compared entry with this formula, charge and spin ... 0.7540 eV
Multiplicity ... 1
Calculated total energy ... -3264.0981 hartree
M ... 930.91 Da
LUMO ... -6.62 eV

Density functional theory data (ωB97M-V/def2-TZVPD) for a structure of composition C40H59F21O38S6 at a distorted geometry.

Last column: Löwdin charge in e.
CARTESIAN COORDINATES (ANGSTROEM)
1 C 5.69868 -20.55787 -10.84431  -0.0570
2 C 5.42717 -21.51125 -11.98491  -0.2257
3 O 5.63606 -22.80829 -11.46293  -0.0087
4 C 6.02230 -23.85832 -12.29306  -0.2656
5 O 6.27026 -23.75573 -13.49137  0.1256
6 C 6.36346 -25.24907 -11.53663  -0.4703
7 F 6.37462 -25.17566 -10.19204  0.1462
8 F 5.46658 -26.16039 -11.98017  0.1564
9 F 7.63097 -25.59187 -11.86893  0.1327
10 H 6.76948 -20.40955 -10.70467  0.0526
11 H 5.19366 -20.91035 -9.94498  0.0913
12 H 5.33997 -19.55553 -11.07830  0.0851
13 H 6.00166 -21.32772 -12.89287  0.1229
14 H 4.38970 -21.44266 -12.31214  0.1270
15 C 14.70089 -27.24115 -6.07654  -0.0605
16 C 15.25713 -26.59115 -7.32481  -0.2004
17 O 14.68493 -25.26605 -7.40373  -0.0095
18 C 14.44605 -24.61826 -8.63737  -0.2911
19 O 14.69514 -25.13170 -9.70020  0.1574
20 C 13.82248 -23.20515 -8.49356  -0.4805
21 F 13.38065 -22.92588 -7.25127  0.1740
22 F 14.72572 -22.31588 -8.95399  0.1719
23 F 12.78910 -23.25914 -9.38547  0.1239
24 H 13.62759 -27.37828 -6.20822  0.0509
25 H 14.74838 -26.55307 -5.23251  0.0715
26 H 15.14069 -28.16401 -5.69840  0.0914
27 H 14.95582 -27.23966 -8.14746  0.1008
28 H 16.34460 -26.63228 -7.38643  0.1288
29 C 14.09597 -26.99529 -12.35910  -0.0369
30 C 13.44437 -27.83998 -13.53371  -0.1159
31 O 13.83764 -27.22286 -14.79543  0.0225
32 C 14.95677 -27.43384 -15.42098  -0.3327
33 O 16.00054 -27.93181 -14.90570  0.0870
34 C 14.95368 -26.86053 -16.89859  -0.5324
35 F 16.08420 -26.23100 -17.14927  0.1902
36 F 14.85332 -27.90156 -17.76331  0.1395
37 F 13.87931 -26.10828 -17.14284  0.1584
38 H 15.14965 -26.77786 -12.53402  0.0793
39 H 14.05540 -27.39146 -11.34446  0.0598
40 H 13.55006 -26.05186 -12.35975  0.0571
41 H 12.37010 -27.78149 -13.35879  0.1148
42 H 13.79146 -28.86991 -13.45091  0.0980
43 C 9.96423 -28.91294 -7.77394  -0.0306
44 C 11.32650 -28.72527 -8.40027  -0.1787
45 O 11.22415 -27.78208 -9.51694  -0.0192
46 C 11.12129 -26.42260 -9.29822  -0.2730
47 O 11.19765 -25.92158 -8.15947  0.1203
48 C 10.79296 -25.60588 -10.55953  -0.5460
49 F 9.90427 -24.65968 -10.30041  0.1705
50 F 11.82631 -24.92524 -11.06722  0.1473
51 F 10.23317 -26.36212 -11.50865  0.1480
52 H 10.18773 -29.07322 -6.71921  0.0839
53 H 9.41768 -29.71775 -8.26555  0.0707
54 H 9.38280 -27.99180 -7.81347  0.0774
55 H 11.53408 -29.71036 -8.81815  0.0926
56 H 12.05843 -28.20738 -7.78047  0.1055
57 C 8.98767 -21.30552 -9.61433  -0.0541
58 C 8.67965 -20.80240 -8.21322  -0.1833
59 O 7.59959 -19.89449 -8.27358  0.0184
60 C 6.96591 -19.43308 -7.19755  -0.3571
61 O 7.31038 -19.70502 -6.06145  0.1587
62 C 5.84124 -18.50481 -7.56039  -0.6353
63 F 4.66935 -19.10936 -7.49112  0.1876
64 F 5.85665 -17.44273 -6.76857  0.1892
65 F 5.92469 -18.08190 -8.77257  0.2070
66 H 8.13344 -21.92173 -9.89477  0.0694
67 H 9.85047 -21.96863 -9.67724  0.0694
68 H 9.10029 -20.47282 -10.30862  0.0808
69 H 9.56658 -20.24998 -7.90292  0.1327
70 H 8.49942 -21.59546 -7.48751  0.1333
71 C 5.39451 -34.72300 -4.95227  -0.0648
72 C 5.82104 -33.54803 -5.81306  -0.1880
73 O 7.11206 -33.83509 -6.41728  0.0363
74 C 7.92572 -32.91789 -6.87069  -0.3609
75 O 7.62566 -31.72224 -6.85675  0.1201
76 C 9.29471 -33.42763 -7.38376  -0.6008
77 F 9.99571 -32.31495 -7.65052  0.1534
78 F 9.82379 -34.14062 -6.44256  0.2138
79 F 9.26661 -34.20340 -8.44339  0.1879
80 H 4.42324 -34.49608 -4.51270  0.0832
81 H 6.19134 -34.85635 -4.22056  0.0841
82 H 5.28944 -35.62008 -5.56245  0.0782
83 H 5.74299 -32.65865 -5.18776  0.1260
84 H 5.14862 -33.46888 -6.66728  0.1292
85 C 6.24821 -23.26387 -3.34765  -0.0478
86 C 5.78237 -24.68925 -3.71662  -0.2375
87 O 5.94230 -24.82224 -5.07686  0.0092
88 C 5.96019 -26.06745 -5.66955  -0.3005
89 O 5.76276 -27.11499 -5.04841  0.1367
90 C 6.01338 -26.06017 -7.16965  -0.5326
91 F 4.78407 -26.03124 -7.66475  0.1954
92 F 6.77858 -25.03307 -7.57829  0.1589
93 F 6.60349 -27.23133 -7.58236  0.1343
94 H 6.62195 -23.24770 -2.32386  0.0779
95 H 5.45415 -22.53694 -3.51834  0.0766
96 H 7.10015 -22.95079 -3.95121  0.0584
97 H 4.79865 -24.87010 -3.28338  0.1320
98 H 6.46052 -25.40329 -3.24934  0.1085
99 C 16.20390 -31.49012 -10.86090  -0.1650
100 C 15.61490 -30.57176 -11.96050  -0.1637
101 O 14.23146 -30.48235 -11.66889  -0.2333
102 S 13.91932 -30.67984 -10.04383  0.7044
103 O 12.94374 -31.70891 -9.79686  -0.2073
104 O 13.93355 -29.41299 -9.37159  -0.2378
105 O 15.38958 -31.37411 -9.69236  -0.1880
106 H 17.24704 -31.22240 -10.69278  0.1296
107 H 16.27501 -32.53324 -11.16901  0.1272
108 H 15.78504 -31.01682 -12.94084  0.1400
109 H 15.94920 -29.53520 -11.91728  0.1274
110 C 10.02157 -30.77198 -13.13038  -0.1603
111 C 10.33058 -29.88183 -11.86904  -0.1320
112 O 9.66131 -30.56262 -10.79197  -0.2287
113 S 9.27551 -32.11999 -11.12733  0.7309
114 O 8.09432 -32.51333 -10.39795  -0.2144
115 O 10.48365 -32.94823 -10.98081  -0.2504
116 O 8.99309 -31.65519 -12.70451  -0.2091
117 H 10.79997 -31.46368 -13.45246  0.1218
118 H 9.77465 -30.15835 -13.99674  0.1305
119 H 9.89249 -28.89124 -11.99121  0.1206
120 H 11.39839 -29.84588 -11.65316  0.1053
121 C 10.10329 -23.97253 -17.36150  -0.2098
122 C 10.33369 -22.55620 -16.75703  -0.1490
123 O 10.49141 -22.76810 -15.36311  -0.2403
124 S 10.68883 -24.39911 -14.97632  0.7539
125 O 9.81803 -24.86197 -13.91205  -0.2233
126 O 12.12107 -24.72845 -15.09547  -0.2420
127 O 9.94119 -24.89522 -16.35744  -0.1778
128 H 11.01350 -24.30650 -17.85958  0.1231
129 H 9.38459 -23.86296 -18.17362  0.1362
130 H 9.52804 -21.83991 -16.91819  0.1322
131 H 11.29574 -22.14579 -17.06384  0.1304
132 C 8.31740 -28.30284 -2.35445  -0.2217
133 C 8.43936 -29.09847 -3.60085  -0.1687
134 O 9.11867 -30.32151 -3.27882  -0.1916
135 S 9.30737 -30.49983 -1.64235  0.7071
136 O 10.56153 -31.10393 -1.27738  -0.2210
137 O 8.11643 -31.08735 -1.08929  -0.2354
138 O 9.24533 -28.86544 -1.50255  -0.2025
139 H 7.36785 -28.28503 -1.81954  0.1392
140 H 8.65276 -27.27475 -2.49103  0.1134
141 H 8.96271 -28.43917 -4.29333  0.1125
142 H 7.44980 -29.28837 -4.01652  0.1336
143 C 11.51576 -20.78616 -13.28106  -0.2401
144 C 11.51954 -21.87426 -12.24171  -0.1481
145 O 12.21741 -21.14451 -11.20971  -0.2319
146 S 12.22971 -19.47601 -11.35040  0.7575
147 O 13.56280 -18.98710 -11.76183  -0.2526
148 O 11.57981 -18.79652 -10.23690  -0.2451
149 O 11.18243 -19.59326 -12.63602  -0.1893
150 H 10.70700 -20.85594 -14.00849  0.1223
151 H 12.44999 -20.68768 -13.83387  0.1398
152 H 12.05956 -22.76562 -12.56099  0.1266
153 H 10.51091 -22.14523 -11.92974  0.1199
154 C 12.20064 -25.24011 -4.45204  -0.1850
155 C 11.49403 -26.49684 -3.93732  -0.2051
156 O 10.24729 -26.22843 -4.43644  -0.2196
157 S 9.81303 -24.67014 -4.10106  0.7629
158 O 9.27367 -24.63187 -2.73207  -0.2467
159 O 8.97609 -24.16519 -5.22677  -0.2491
160 O 11.35162 -24.11909 -4.27183  -0.1682
161 H 12.42684 -25.43833 -5.49972  0.1112
162 H 13.07679 -25.02645 -3.83983  0.1394
163 H 11.52505 -26.73645 -2.87443  0.1416
164 H 11.91048 -27.31802 -4.52070  0.1307

Properties
Kohn-Sham gap ... 0.39504 Ha
ΔE to the lowest compared entry with this formula, charge and spin ... 0.0000 eV
Multiplicity ... 1
Calculated total energy ... -8904.7784 hartree
M ... 1739.23 Da
LUMO ... 0.04 eV

What is the LUMO in the first record?
-6.62 eV